No. 1
15
Properties=species:S:1:pos:R:3 method="wB97M-V/def2-TZVPD" multiplicity=1 e_above_lowest_kj_mol=36.27 e_lumo_ev=0.23 smiles=Cl[Si](Br)(Br)c1ccccc1 homo_energy_ev=-9.8 e_tot_ev=-166791.533
C 0.872 2.077 0.215
C 0.455 1.376 1.308
C 0.772 1.504 -1.023
C -0.129 0.118 1.144
C 0.128 0.238 -1.203
C -0.211 -0.496 -0.063
Si -0.828 -2.231 -0.217
Cl 0.098 -3.314 -1.536
Br -1.216 -3.334 1.676
Br -3.089 -2.064 -1.030
H 1.584 3.008 0.375
H 0.590 1.582 2.360
H 1.170 1.914 -1.957
H -0.327 -0.268 2.128
H 0.134 -0.111 -2.177

***

No. 2
16
Properties=species:S:1:pos:R:3 method="wB97M-V/def2-TZVPD" multiplicity=1 e_above_lowest_kj_mol=511.94 e_lumo_ev="-3.11 / -3.13" homo_energy_ev="-8.0 / -8.0" e_tot_ev=-93332.241
C 1.012 1.643 1.332
C -0.315 1.838 1.111
C 1.305 -0.617 0.190
C -2.082 -0.378 -0.950
C 1.662 0.464 0.955
C -0.857 -1.154 -1.089
N -2.012 0.737 -0.190
N 0.109 -0.796 -0.307
N -0.951 1.009 0.366
Cl 3.360 0.290 1.419
Br -0.494 -3.800 -2.860
H 1.689 2.219 1.855
H -0.771 2.658 1.532
H 2.082 -1.492 -0.078
H -3.017 -0.643 -1.532
H -0.720 -1.978 -1.753

***

No. 3
17
Properties=species:S:1:pos:R:3 method="wB97M-V/def2-TZVPD" multiplicity=1 e_lumo_ev=-1.16 smiles="CC1=CC(=O)OC1=O.ClC(Cl)Cl" homo_energy_ev=-10.9 e_tot_ev=-50010.787
C 1.066 0.822 0.408
C -0.458 1.311 0.308
C -0.871 2.657 0.549
C -2.434 2.596 0.265
O -3.116 3.661 0.285
O -2.961 1.291 -0.049
C -1.772 0.462 -0.091
O -1.819 -0.749 -0.443
H 1.141 -0.318 0.372
H 1.622 1.220 -0.514
H 1.620 1.243 1.323
H -0.261 3.570 0.841
C 1.609 -3.650 -0.581
Cl 0.310 -2.467 -0.787
Cl 1.995 -4.427 -2.123
Cl 3.049 -2.880 0.105
H 1.268 -4.416 0.112

***

No. 4
16
Properties=species:S:1:pos:R:3 method="wB97M-V/def2-TZVPD" multiplicity=1 e_lumo_ev=-4.39 smiles="[NH2+]=c1cc[nH]c(C(=O)Cl)c1F" homo_energy_ev=-14.1 e_tot_ev=-26563.006 total_charge=+1
C 1.555 0.727 0.126
C 0.556 1.680 -0.110
C 1.244 -0.627 0.089
C -0.192 -0.971 0.103
C -1.086 0.035 0.013
C -2.858 -0.172 0.001
N -0.729 1.320 -0.030
N 2.166 -1.594 0.136
O -3.219 -1.306 -0.021
F -0.498 -2.267 0.047
Cl -3.749 1.321 0.112
H 2.548 0.922 0.161
H 0.899 2.745 -0.222
H -1.473 1.914 -0.188
H 3.049 -1.228 -0.101
H 1.787 -2.499 -0.116

***

No. 5
16
Properties=species:S:1:pos:R:3 method="wB97M-V/def2-TZVPD" multiplicity=1 e_above_lowest_kj_mol=0.00 e_lumo_ev=3.52 homo_energy_ev=-3.6 e_tot_ev=-35244.779 total_charge=-1
C 1.440 0.882 -0.403
C 1.384 -0.345 -1.005
C 0.638 1.116 0.710
C 0.566 -1.322 -0.583
C -0.330 0.238 1.069
C -0.251 -1.092 0.516
N -1.150 -1.886 1.023
O -2.354 2.070 0.613
O -1.263 1.399 -1.448
S -1.787 0.934 -0.165
Cl -1.180 -3.527 0.477
H 2.069 1.593 -0.737
H 1.807 -0.446 -2.031
H 0.693 2.089 1.172
H 0.665 -2.246 -1.096
H -0.948 0.543 1.886

***

No. 6
13
Properties=species:S:1:pos:R:3 method="wB97M-V/def2-TZVPD" multiplicity=1 e_above_lowest_kj_mol=69.58 e_lumo_ev=-0.82 smiles="S=C1C(Cl)=C[C@H]2C[C@@H]12" homo_energy_ev=-8.7 e_tot_ev=-29658.923
C 0.362 -0.691 0.017
C -0.591 -1.636 -0.156
C -1.900 -0.902 -0.431
C -2.407 -0.067 0.754
C -1.600 0.557 -0.367
C -0.091 0.689 -0.099
H -0.329 -2.671 -0.116
H -2.647 -1.398 -1.040
H -1.953 -0.202 1.739
H -3.455 0.223 0.829
H -2.092 1.260 -1.049
S 0.779 2.054 -0.015
Cl 2.081 -1.046 0.092

***

No. 7
15
Properties=species:S:1:pos:R:3 method="wB97M-V/def2-TZVPD" multiplicity=1 e_lumo_ev=-7.16 homo_energy_ev=-15.1 e_tot_ev=-23736.248 total_charge=+1
C -0.565 -0.820 -0.273
C -0.140 -0.245 0.936
C 0.279 -0.648 -1.394
C 1.063 0.395 1.165
C 1.548 0.021 -1.254
C 1.685 0.446 0.055
F 4.128 -0.667 0.652
F 2.948 -2.045 2.210
F 3.613 -2.884 0.103
P 4.320 -2.166 1.292
H -1.466 -1.327 -0.391
H -0.859 -0.288 1.807
H -0.099 -0.962 -2.290
H 1.359 0.728 2.185
H 2.262 0.117 -2.098

***

No. 8
17
Properties=species:S:1:pos:R:3 method="wB97M-V/def2-TZVPD" multiplicity=1 e_above_lowest_kj_mol=0.00 e_lumo_ev=0.58 smiles="O[C@@]1(C(F)(F)F)C=CCC1(F)F" homo_energy_ev=-10.5 e_tot_ev=-21937.280
C 1.535 -0.850 0.253
C 0.477 -1.052 -0.532
C 1.436 0.459 0.930
C -0.604 -0.006 -0.617
C 0.228 1.140 0.234
C -1.793 -0.451 0.184
O -0.996 0.392 -1.867
F -0.556 1.983 1.025
F 0.774 2.095 -0.721
F -1.525 -0.443 1.495
F -2.876 0.277 -0.054
F -2.097 -1.717 -0.043
H 2.298 -1.576 0.486
H 0.444 -1.886 -1.290
H 1.132 0.510 2.018
H 2.418 1.026 0.972
H -0.295 0.097 -2.473

***

No. 9
14
Properties=species:S:1:pos:R:3 method="wB97M-V/def2-TZVPD" multiplicity=1 e_above_lowest_kj_mol=118.49 e_lumo_ev=-0.54 homo_energy_ev=-8.9 e_tot_ev=-18608.847
C -0.046 -0.708 1.349
C -0.822 0.159 0.730
C 1.348 -0.908 0.901
C 0.811 0.216 -1.086
C -0.380 0.710 -0.532
C -1.036 1.524 -1.394
N 1.648 -0.459 -0.436
F -2.212 2.115 -1.052
I 2.872 -0.242 2.401
H -0.374 -1.293 2.288
H -1.965 0.359 1.029
H 1.417 -2.054 0.839
H 1.147 0.462 -2.141
H -0.904 1.890 -2.344

***

No. 10
13
Properties=species:S:1:pos:R:3 method="wB97M-V/def2-TZVPD" multiplicity=1 e_above_lowest_kj_mol=467.11 e_lumo_ev=-0.34 smiles="C#CCC(=O)C(=C)F" homo_energy_ev=-9.6 e_tot_ev=-11062.022
C -0.042 1.313 0.129
C -1.147 2.095 0.098
C 0.113 0.153 0.963
C 0.845 -0.964 0.665
C 0.535 -1.661 -0.564
C -0.006 -2.146 -1.546
H -1.270 2.634 -1.045
H -1.808 2.286 0.924
H 2.014 -0.956 0.377
H 0.775 -1.349 1.635
H -0.288 -2.356 -2.690
O -0.452 -0.097 2.002
F 0.732 1.047 -0.949

***

No. 11
30
Properties=species:S:1:pos:R:3 method="wB97M-V/def2-TZVPD" multiplicity=2 e_lumo_ev="3.67 / 3.12" homo_energy_ev="-2.9 / -2.9" e_tot_ev=-74131.111 total_charge=-2
In -12.009 -12.444 -12.435
S -11.242 -11.805 -9.024
O -11.607 -10.482 -8.493
O -10.595 -12.586 -7.991
O -12.411 -12.529 -9.652
O -10.398 -11.337 -10.088
S -11.002 -8.944 -12.314
O -11.903 -9.485 -11.280
O -9.845 -8.720 -11.509
O -10.840 -9.985 -13.317
O -11.394 -7.695 -12.898
S -12.141 -13.799 -15.633
O -12.133 -14.427 -14.356
O -11.864 -12.430 -15.317
O -11.375 -14.444 -16.675
O -13.370 -13.865 -16.387
C -8.191 -18.561 -9.644
C -9.543 -18.781 -9.532
C -10.486 -17.735 -9.745
C -10.053 -16.484 -10.022
C -8.649 -16.218 -9.906
C -7.712 -17.240 -9.734
N -11.008 -15.352 -10.085
O -10.676 -14.402 -10.778
O -12.131 -15.394 -9.519
H -7.611 -19.462 -9.511
H -9.931 -19.786 -9.610
H -11.516 -18.061 -9.766
H -8.370 -15.177 -9.969
H -6.666 -16.985 -9.646

***

No. 12
29
Properties=species:S:1:pos:R:3 method="wB97M-V/def2-TZVPD" multiplicity=1 e_above_lowest_kj_mol=249.10 e_lumo_ev="-3.56 / -3.56" homo_energy_ev="-7.5 / -7.5" e_tot_ev=-329141.271
Ir -0.456 -0.074 -0.973
N 2.836 -1.955 0.620
C 1.781 -2.055 -0.198
N 1.073 -0.940 -0.100
C 1.765 -0.171 0.816
N 2.836 -0.793 1.256
C 1.254 1.144 1.091
C 1.797 2.076 1.977
N 1.277 3.274 2.135
C 0.201 3.572 1.416
C -0.362 2.676 0.523
N 0.159 1.459 0.345
H 3.526 -2.658 0.854
H 1.551 -2.885 -0.842
H 2.668 1.824 2.562
H -0.218 4.558 1.553
H -1.226 2.950 -0.067
S -2.500 -1.367 -4.585
Sb -1.349 0.623 -4.475
S -1.801 -2.059 -1.524
S 0.572 -0.215 -3.176
Se 0.890 -3.903 2.592
Sb -1.178 -3.704 1.269
Se -2.959 -4.843 2.513
Se -1.899 -1.029 1.650
Se -3.271 -1.320 -0.149
O -2.649 2.660 -3.068
N -2.396 2.173 -1.981
O -1.922 0.979 -2.031

***

No. 13
20
Properties=species:S:1:pos:R:3 method="wB97M-V/def2-TZVPD" multiplicity=3 e_above_lowest_kj_mol=444.33 e_lumo_ev="-17.79 / -17.16" homo_energy_ev="-21.4 / -21.8" e_tot_ev=-23381.580 total_charge=+3
O -1.326 -3.397 -3.426
C -1.124 -2.355 -3.003
Mo -0.456 1.676 -0.118
C 0.084 1.293 1.744
O 0.392 1.029 2.851
C -0.234 5.013 1.202
O -0.232 6.151 1.090
C -2.397 1.466 -0.535
O -3.542 1.388 -0.768
C 1.004 1.564 -1.472
O 1.841 1.451 -2.290
H -0.721 0.459 -0.805
N 0.425 -2.599 1.594
C 0.429 -1.805 0.478
N 1.637 -1.330 0.033
O -0.651 -1.552 -0.090
H 1.243 -2.959 2.069
H -0.493 -2.828 1.947
H 1.665 -0.835 -0.859
H 2.455 -1.830 0.359

***

No. 14
12
Properties=species:S:1:pos:R:3 method="wB97M-V/def2-TZVPD" multiplicity=1 e_above_lowest_kj_mol=504.10 e_lumo_ev=-0.07 smiles="C1=CN[C@H]2C=C2C=1" homo_energy_ev=-8.8 e_tot_ev=-7786.570
C 0.681 1.462 -0.196
C 1.453 0.468 -0.614
C 1.215 -0.829 -0.745
N 0.314 -1.412 0.244
C -0.898 -0.571 -0.071
C -0.668 0.881 -0.066
C -1.602 0.563 0.783
H 0.965 2.318 0.401
H 1.441 -1.442 -1.608
H 0.675 -1.240 1.180
H -1.492 -1.095 -0.819
H -2.255 0.860 1.608

***

Number 1: molecular weight 300.45 g/mol. Number 2: molecular weight 234.48 g/mol. Number 3: molecular weight 231.46 g/mol. Number 4: molecular weight 175.57 g/mol. Number 5: molecular weight 190.63 g/mol. Number 6: molecular weight 144.63 g/mol. Number 7: molecular weight 165.07 g/mol. Number 8: molecular weight 188.09 g/mol. Number 9: molecular weight 237.02 g/mol. Number 10: molecular weight 112.10 g/mol. Number 11: molecular weight 526.12 g/mol. Number 12: molecular weight 1040.92 g/mol. Number 13: molecular weight 297.05 g/mol. Number 14: molecular weight 91.11 g/mol.